1.
ORCA calculation (wB97M-V/def2-TZVPD) on C27H63FeN9O13SY as an isolated structure in a non-equilibrium geometry.

Atoms and positions in Å:
Y  0.8489  -2.6604  -0.7447
Fe  0.7766  2.0182  2.9899
S  0.1026  -0.0838  0.3986
O  -0.3691  -1.4598  0.6424
O  0.5340  0.6126  1.6128
O  1.2238  -0.4320  -0.4964
O  -0.8639  0.7508  -0.2949
C  3.4537  -1.8854  1.6191
O  2.4908  -2.3949  1.0438
N  4.2619  -2.6012  2.4004
C  5.4338  -2.0191  3.0920
C  4.2565  -4.0434  2.5703
H  3.8246  -0.8526  1.6281
H  5.4741  -0.9518  2.8709
H  6.3014  -2.4414  2.5810
H  5.4577  -2.2584  4.1483
H  5.0171  -4.5925  2.0096
H  4.4018  -4.2812  3.6227
H  3.3365  -4.5435  2.2615
C  0.0102  -5.2371  1.5221
O  0.5389  -4.4232  0.7544
N  -0.3468  -4.9826  2.7749
C  -1.0291  -5.9512  3.6268
C  -0.1767  -3.6637  3.3503
H  -0.2878  -6.2274  1.1514
H  -2.0188  -5.5372  3.8237
H  -0.4426  -6.0861  4.5345
H  -1.1353  -6.9093  3.1242
H  -1.1078  -3.2498  3.7381
H  0.4999  -3.7901  4.2052
H  0.3155  -2.9209  2.7291
C  -1.2448  4.0201  1.2788
O  -0.5111  3.3413  2.0059
N  -0.9040  5.2278  0.8589
C  -1.5905  5.9244  -0.2122
C  0.3588  5.8639  1.2243
H  -2.1832  3.7250  0.7929
H  -1.0799  5.7169  -1.1558
H  -1.5800  7.0012  -0.0569
H  -2.6211  5.6123  -0.3630
H  0.9287  5.4043  2.0261
H  1.0078  5.8824  0.3461
H  0.1526  6.8889  1.5283
C  -2.2288  3.1099  -2.1571
O  -1.6934  3.9941  -2.8086
N  -3.4647  3.1988  -1.6335
C  -4.1155  2.1165  -0.9263
C  -4.2980  4.3620  -1.9601
H  -1.7501  2.1408  -1.9439
H  -4.0901  2.2663  0.1576
H  -3.5968  1.1638  -1.0502
H  -5.1366  2.0359  -1.2944
H  -4.9641  3.9971  -2.7467
H  -4.8866  4.8194  -1.1657
H  -3.7644  5.1896  -2.4198
C  -1.5017  0.7057  4.8839
O  -0.7762  1.4156  4.1697
N  -2.4190  -0.1232  4.4120
C  -3.0704  -1.0609  5.3398
C  -2.8098  -0.2023  3.0203
H  -1.4927  0.7169  5.9809
H  -2.4334  -1.4010  6.1486
H  -3.5383  -1.9142  4.8526
H  -3.9444  -0.5203  5.7206
H  -3.8268  0.1320  2.8001
H  -2.1974  0.4374  2.3847
H  -2.7020  -1.2438  2.7166
C  -0.4300  -0.5157  -3.2404
O  -0.4051  -1.3828  -2.3656
N  -1.0877  -0.6287  -4.3904
C  -1.0873  0.4784  -5.3328
C  -1.8043  -1.8103  -4.7950
H  0.0174  0.4764  -3.1165
H  -0.5263  0.1787  -6.2231
H  -0.5388  1.3586  -4.9936
H  -2.0651  0.8326  -5.6541
H  -1.5543  -2.6681  -4.1690
H  -2.8692  -1.6533  -4.5926
H  -1.6352  -2.0897  -5.8313
C  -2.3535  -4.0314  -1.5470
O  -1.3097  -3.6831  -0.9769
N  -3.4405  -3.2716  -1.6196
C  -4.5773  -3.6549  -2.4495
C  -3.4633  -1.9176  -1.1509
H  -2.4624  -4.9949  -2.0582
H  -5.4732  -3.4574  -1.8557
H  -4.5575  -4.6919  -2.7673
H  -4.6542  -2.9828  -3.3069
H  -2.5491  -1.5020  -0.7322
H  -3.6803  -1.2330  -1.9819
H  -4.2789  -1.7645  -0.4373
C  3.2421  3.1971  1.2354
O  2.2884  2.8514  1.9342
N  3.1511  3.4318  -0.0716
C  4.0898  4.3622  -0.7139
C  1.8441  3.3206  -0.7264
H  4.2571  3.3208  1.6238
H  3.8647  5.3817  -0.4051
H  4.0949  4.1935  -1.7850
H  5.1135  4.1928  -0.3692
H  1.3184  4.2758  -0.7203
H  1.9465  2.9621  -1.7479
H  1.2390  2.5996  -0.1842
C  3.3883  -1.5379  -3.0716
O  2.4854  -1.9268  -2.3227
N  4.3530  -0.6823  -2.7412
C  4.3325  -0.0671  -1.4348
C  5.3540  -0.2573  -3.6789
H  3.4965  -1.8377  -4.1197
H  4.0372  0.9796  -1.5538
H  5.3665  -0.0479  -1.0699
H  3.7262  -0.5794  -0.7075
H  5.0994  0.6262  -4.2746
H  6.2590  0.0212  -3.1389
H  5.6240  -1.0166  -4.4123

## Properties
* net charge: +3
* electronic energy: -4237.255921 hartree
* multiplicity: 5
* gap between HOMO and LUMO (alpha / beta): 8.690 / 8.204 eV

***

2.
ORCA calculation (wB97M-V/def2-TZVPD) on C27H63FeN9O9 as an isolated structure in a non-equilibrium geometry.

Atoms and positions in Å:
Fe  -0.1387  0.4144  -0.6719
C  -0.8962  -2.5552  -1.2877
O  -1.2078  -1.3280  -1.2910
N  -1.7248  -3.5044  -0.9883
C  -1.1569  -4.8237  -0.9177
C  -3.1000  -3.1926  -0.6867
H  0.1384  -2.9063  -1.5498
H  -0.5867  -5.0457  -1.7611
H  -1.9716  -5.5457  -0.8369
H  -0.4947  -4.9621  -0.0444
H  -3.5911  -2.9636  -1.6117
H  -3.7094  -3.9247  -0.1989
H  -3.1388  -2.3021  -0.0667
C  1.8049  -1.6189  0.9218
O  1.1902  -0.5967  0.5030
N  2.9101  -1.5537  1.5981
C  3.5189  -0.2217  1.9139
C  3.7071  -2.7940  1.8703
H  1.2777  -2.5899  0.8683
H  4.4437  -0.1213  1.3370
H  3.6734  -0.1544  2.9892
H  2.8838  0.5894  1.7042
H  4.1523  -2.7708  2.8278
H  3.0447  -3.6123  1.7313
H  4.5531  -2.8816  1.1273
C  -1.9974  1.2897  1.5786
O  -1.4371  0.5602  0.7493
N  -1.9668  1.0626  2.8764
C  -2.5893  1.9650  3.7735
C  -1.0497  0.0413  3.5328
H  -2.5663  2.1300  1.2079
H  -1.8407  2.3619  4.5202
H  -3.4050  1.3889  4.2980
H  -3.0583  2.7710  3.2438
H  -0.3501  -0.5260  2.8743
H  -0.3636  0.6159  4.1329
H  -1.5617  -0.6661  4.2069
C  -3.5271  5.0359  -0.1214
O  -3.3911  3.8934  0.4046
N  -4.6155  5.7208  -0.3171
C  -4.6915  7.0041  -0.8858
C  -5.8201  5.2513  0.3924
H  -2.6166  5.5034  -0.5510
H  -5.3266  7.6766  -0.2629
H  -5.1632  7.0227  -1.9029
H  -3.7411  7.5217  -0.9539
H  -5.9039  5.6833  1.3904
H  -6.7479  5.6468  -0.0833
H  -5.7141  4.1685  0.3482
C  2.0134  -2.2975  5.3447
O  1.9434  -1.6915  4.2906
N  1.6290  -3.5400  5.5956
C  1.7679  -4.2142  6.8985
C  1.0902  -4.2575  4.5065
H  2.4812  -1.8139  6.2178
H  0.7268  -4.5368  7.1076
H  2.1415  -3.6981  7.7528
H  2.3888  -5.0607  6.7045
H  1.7136  -5.1206  4.1967
H  0.0801  -4.5650  4.7222
H  1.0048  -3.7025  3.5399
C  2.3682  -3.3119  -3.2037
O  1.7193  -3.1759  -2.1760
N  2.7985  -4.4346  -3.7175
C  3.6109  -4.4932  -4.9441
C  2.7528  -5.6719  -2.8921
H  2.6528  -2.4692  -3.8591
H  3.8222  -3.4780  -5.2700
H  3.1194  -5.0999  -5.7396
H  4.6632  -4.8810  -4.7985
H  1.9822  -5.7584  -2.1456
H  2.5325  -6.5021  -3.5961
H  3.7318  -5.8663  -2.5572
C  0.3212  3.1925  0.4312
O  0.8230  2.0693  0.2107
N  1.0181  4.0561  1.0978
C  0.5364  5.3696  1.4301
C  2.3515  3.7272  1.5677
H  -0.7728  3.4279  0.3422
H  0.3989  5.3779  2.5327
H  -0.4702  5.5866  0.9984
H  1.2002  6.1786  1.1478
H  2.8526  3.1414  0.8520
H  2.9374  4.6539  1.7143
H  2.2405  3.2716  2.5358
C  1.9563  1.5139  -2.6522
O  1.3530  0.5842  -1.9924
N  3.1022  1.2847  -3.1488
C  3.5276  2.1221  -4.3007
C  3.6308  -0.0843  -3.1852
H  1.5252  2.4955  -2.6105
H  3.2888  1.6052  -5.2580
H  4.6111  2.2250  -4.3399
H  3.0721  3.1013  -4.2511
H  4.6986  0.0025  -3.1593
H  3.2627  -0.7610  -2.3744
H  3.3466  -0.5801  -4.1398
C  -2.6134  0.9969  -2.0037
O  -1.4202  1.3682  -1.9999
N  -3.4164  1.2080  -3.0197
C  -4.6924  0.4612  -2.9779
C  -2.9986  2.0425  -4.1192
H  -2.9668  0.4624  -1.1443
H  -5.6119  0.9909  -2.7233
H  -4.6462  -0.3780  -2.2036
H  -4.8064  -0.1019  -3.8988
H  -2.5303  2.9415  -3.6940
H  -2.2524  1.4936  -4.7538
H  -3.7282  2.4363  -4.8192

## Properties
* net charge: +3
* electronic energy: -3499.468961 hartree
* multiplicity: 6
* gap between HOMO and LUMO (alpha / beta): 9.333 / 6.546 eV

***

3.
ORCA calculation (wB97M-V/def2-TZVPD) on a 5-piece molecular cluster, C27H63N9O9 overall.

Atoms and positions in Å:
C  5.1560  -1.7595  -0.7587
C  3.7957  -1.0474  -0.7757
C  3.0437  -1.1480  0.5704
C  1.5371  -1.3099  0.3637
C  1.1433  -2.7201  -0.1069
C  0.0594  -2.7695  -1.1982
C  -1.4057  -2.8780  -0.6870
N  -1.6462  -2.4744  0.6947
C  -2.4826  -2.2285  -1.6014
C  -2.2894  -2.6000  -3.0893
C  -2.8614  -1.5988  -4.0983
C  -3.6171  -2.2655  -5.2232
O  -3.5469  -3.4250  -5.5173
O  -4.4388  -1.4464  -5.9173
O  -3.6751  -2.8483  -1.1419
C  -4.8893  -2.3974  -1.6931
C  -6.0268  -3.0790  -0.9471
C  -6.3580  -2.3441  0.3587
C  -7.2833  -1.1380  0.1372
O  -2.6971  -0.8502  -1.3780
C  -1.6430  0.0766  -1.2259
C  -0.8975  0.4316  -2.5139
C  -2.2842  1.3311  -0.6377
C  -3.0834  1.0635  0.6379
C  -3.7026  2.3549  1.1933
C  -5.0245  2.7397  0.4871
C  -4.9399  3.9325  -0.4778
O  -5.6768  5.0616  -0.0453
C  -4.9402  5.8599  0.8615
H  5.0744  -2.6825  -0.1871
H  5.4856  -1.9886  -1.7725
H  5.8954  -1.1251  -0.2760
H  3.9546  0.0083  -1.0123
H  3.1648  -1.4646  -1.5667
H  3.4381  -1.9800  1.1576
H  3.2043  -0.2303  1.1315
H  1.0365  -1.0724  1.3087
H  1.2110  -0.5513  -0.3534
H  0.8223  -3.3093  0.7520
H  2.0385  -3.1887  -0.5233
H  0.2098  -1.9215  -1.8639
H  0.2587  -3.6567  -1.8044
H  -1.6740  -3.9345  -0.7396
H  -1.4579  -3.2324  1.3324
H  -1.0968  -1.6753  0.9739
H  -2.8165  -3.5425  -3.2368
H  -1.2496  -2.8055  -3.3316
H  -2.0738  -0.9971  -4.5610
H  -3.5275  -0.8786  -3.6191
H  -4.2429  -0.5267  -5.7082
H  -4.9640  -2.6128  -2.7670
H  -5.0001  -1.3138  -1.5743
H  -5.7270  -4.1065  -0.7362
H  -6.9039  -3.0974  -1.5988
H  -6.7911  -3.0282  1.0877
H  -5.4097  -1.9843  0.7686
H  -7.1888  -0.7574  -0.8827
H  -7.0160  -0.3090  0.7962
H  -8.3268  -1.3847  0.3294
H  -0.8961  -0.2439  -0.4937
H  -1.4631  1.1492  -3.1106
H  -0.6298  -0.4349  -3.1121
H  0.0416  0.9177  -2.2343
H  -1.4986  2.0484  -0.3892
H  -2.9546  1.7568  -1.3938
H  -2.4236  0.6174  1.3875
H  -3.8842  0.3527  0.4356
H  -3.8798  2.2485  2.2635
H  -2.9825  3.1637  1.0396
H  -5.3804  1.8729  -0.0746
H  -5.7823  2.9782  1.2341
H  -3.8884  4.2122  -0.6285
H  -5.3552  3.6627  -1.4505
H  -5.6274  6.5297  1.3739
H  -4.4260  5.2539  1.6158
H  -4.1778  6.4490  0.3460
N  6.1944  -3.0709  3.4994
C  7.1036  -3.0530  2.4743
N  7.9950  -4.0975  2.4646
O  7.1234  -2.1656  1.6441
H  6.1545  -3.7923  4.1935
H  5.5346  -2.3155  3.5379
H  8.6753  -4.1233  1.7262
H  7.9793  -4.8441  3.1338
N  -0.1525  7.7072  -1.1587
C  -1.3620  7.1819  -0.7863
N  -2.1247  6.6917  -1.8135
O  -1.7298  7.1572  0.3744
H  0.1679  7.7433  -2.1068
H  0.4251  8.0824  -0.4311
H  -3.0213  6.3063  -1.5821
H  -1.8374  6.7116  -2.7727
N  3.8060  2.7022  1.4711
C  3.5005  2.3785  2.7666
N  3.4247  3.4360  3.6320
O  3.3090  1.2294  3.1228
H  3.9666  3.6399  1.1585
H  3.8799  1.9484  0.8139
H  3.1974  3.2305  4.5859
H  3.5740  4.3878  3.3586
N  10.0478  -2.1853  4.0103
C  11.3467  -2.5496  3.8063
N  12.2909  -1.6345  4.1922
O  11.6488  -3.6227  3.3090
H  9.7682  -1.3106  4.4096
H  9.3519  -2.8508  3.7173
H  13.2515  -1.8797  4.0485
H  12.0661  -0.7474  4.5985

## Properties
* net charge: 0
* electronic energy: -2236.664382 hartree
* structure (SMILES): CCCCCC[C@@H](N)[C@@](CCC(=O)O)(OCCCC)O[C@@H](C)CCCCCOC.NC(N)=O.NC(N)=O.NC(N)=O.NC(N)=O
* gap between HOMO and LUMO: 9.202 eV
* energy above the lowest of the compared OMol25 structures with the same formula, charge and spin: 45.1 kcal per mole

***

4.
ORCA calculation (wB97M-V/def2-TZVPD) on a 9-piece molecular cluster, C27H63N9O9 overall in a non-equilibrium geometry.

Atoms and positions in Å:
C  -4.6623  -1.8234  1.5573
N  -5.6657  -1.9258  0.5116
C  -6.3472  -3.0630  0.2019
C  -7.4758  -2.9030  -0.7916
O  -6.1051  -4.1407  0.7187
H  -3.6682  -1.6604  1.1365
H  -4.6317  -2.7681  2.0936
H  -4.9428  -1.0070  2.2204
H  -5.9788  -1.0806  0.0660
H  -8.3552  -2.5127  -0.2781
H  -7.6797  -3.8705  -1.2326
H  -7.2050  -2.1800  -1.5677
C  -0.5701  -3.9647  1.7760
N  0.0634  -3.2069  0.7256
C  0.4683  -3.7624  -0.4460
C  1.0274  -2.7948  -1.4553
O  0.4463  -4.9649  -0.6485
H  -1.1767  -4.7763  1.3630
H  -1.2209  -3.3042  2.3407
H  0.1656  -4.4624  2.4136
H  -0.0814  -2.2084  0.7555
H  0.3051  -2.5700  -2.2390
H  1.8901  -3.2510  -1.9403
H  1.3750  -1.8652  -0.9996
C  5.2481  3.9585  3.9938
N  3.8161  3.7529  4.1676
C  2.9776  3.5509  3.1255
C  1.4999  3.4779  3.4290
O  3.3620  3.4586  1.9757
H  5.4427  4.8088  3.3412
H  5.7266  3.0865  3.5486
H  5.6653  4.1393  4.9811
H  3.4153  3.8316  5.0837
H  0.9660  4.1294  2.7440
H  1.1784  3.8115  4.4232
H  1.2208  2.4237  3.3902
C  7.7196  -2.5891  -1.1449
N  6.4301  -1.9317  -1.1950
C  5.9305  -1.3194  -2.2894
C  4.5064  -0.8250  -2.1284
O  6.5650  -1.1372  -3.3238
H  7.9802  -2.9632  -2.1318
H  7.6608  -3.4218  -0.4450
H  8.5010  -1.9044  -0.8023
H  5.8518  -1.9626  -0.3612
H  4.3669  0.1115  -2.6523
H  4.2006  -0.7074  -1.0861
H  3.8715  -1.6371  -2.4958
C  1.5667  0.3730  0.9356
N  0.2714  0.9327  0.5896
C  -0.8753  0.3739  0.9989
C  -2.1377  1.1067  0.6475
O  -0.9188  -0.6269  1.7167
H  2.1044  1.0394  1.6114
H  2.1658  0.3011  0.0238
H  1.5168  -0.6457  1.3040
H  0.3009  1.8217  0.0972
H  -2.0769  1.6991  -0.2648
H  -2.3456  1.7634  1.4967
H  -2.9703  0.4142  0.5540
C  1.6986  1.5171  -2.5582
N  1.6623  2.9247  -2.8503
C  0.8431  3.7411  -2.1496
C  0.7070  5.1430  -2.6810
O  0.2758  3.3810  -1.1235
H  2.5368  1.2551  -1.9062
H  1.7769  0.8945  -3.4497
H  0.7968  1.1685  -2.0620
H  2.2430  3.3018  -3.5768
H  0.4797  5.1607  -3.7470
H  1.6370  5.6861  -2.4984
H  -0.0906  5.6622  -2.1586
C  6.7904  -1.4346  2.4939
N  5.5117  -1.8066  3.0363
C  4.4400  -2.0140  2.2389
C  3.1257  -2.2701  2.9366
O  4.4982  -1.8710  1.0315
H  7.2844  -2.2210  1.9306
H  7.4483  -1.1283  3.3108
H  6.7289  -0.5261  1.8824
H  5.3817  -1.6363  4.0167
H  2.5200  -2.9403  2.3265
H  2.5863  -1.3292  3.0348
H  3.2400  -2.7576  3.9059
C  -5.9046  1.5721  0.7853
N  -6.9884  1.6895  -0.1631
C  -6.8304  1.3800  -1.4711
C  -8.0477  1.4697  -2.3518
O  -5.7504  1.0030  -1.9110
H  -5.2676  2.4525  0.8856
H  -5.2205  0.8143  0.3896
H  -6.2422  1.2364  1.7611
H  -7.9309  1.7735  0.1747
H  -7.8708  2.2666  -3.0732
H  -8.9483  1.6933  -1.7827
H  -8.1441  0.5366  -2.8991
C  -2.5107  1.9057  -3.3079
N  -3.0210  0.6463  -2.7989
C  -2.1978  -0.4128  -2.6386
C  -2.8336  -1.6299  -1.9901
O  -1.0244  -0.4117  -2.9659
H  -3.3538  2.4662  -3.7114
H  -1.7718  1.7109  -4.0771
H  -2.0593  2.5033  -2.5094
H  -3.9277  0.6009  -2.3589
H  -3.9243  -1.5853  -2.0195
H  -2.5280  -1.7045  -0.9458
H  -2.5029  -2.5054  -2.5443

## Properties
* net charge: 0
* electronic energy: -2236.728610 hartree
* structure (SMILES): CNC(C)=O.CNC(C)=O.CNC(C)=O.CNC(C)=O.CNC(C)=O.CNC(C)=O.CNC(C)=O.CNC(C)=O.CNC(C)=O
* gap between HOMO and LUMO: 8.957 eV
* energy above the lowest of the compared OMol25 structures with the same formula, charge and spin: 4.8 kcal per mole